Density functional theory data (ωB97M-V/def2-TZVPD) for a structure of composition C16H22F12Ni2O10 at a distorted geometry.

Structure (XYZ):
```
62
Properties=species:S:1:pos:R:3:forces:R:3:nbo_charge:R:1
Ni 15.0985 -7.3237 14.7837 -1.4 -0.8 0.4 1.6381
Ni 14.4523 -7.1753 17.7226 1.3 -1.0 -2.4 1.6171
O 15.5100 -6.1836 16.3494 -0.4 -0.5 0.9 -1.2513
H 15.6314 -5.2375 16.4324 0.0 0.2 -0.2 0.5023
O 13.8099 -8.0840 16.0885 0.3 0.7 1.1 -1.2010
H 13.6275 -9.0230 16.0099 0.0 -0.2 0.1 0.4981
C 19.9352 -6.9032 15.8141 0.7 0.4 -0.3 -0.6450
C 18.5593 -7.3448 15.3464 0.0 1.5 0.6 -0.1051
O 18.5545 -8.7722 15.3613 -0.5 -1.0 -0.9 -0.4342
C 17.4625 -9.4594 15.1461 1.3 0.4 1.2 0.7631
O 16.3296 -9.0352 15.1415 -0.7 0.7 -0.7 -0.6848
C 17.7657 -10.9902 15.0924 -0.9 0.6 -0.3 0.9121
F 18.8001 -11.2732 15.8468 0.1 -0.3 -0.1 -0.2693
F 16.6774 -11.6392 15.5194 0.2 0.0 0.2 -0.3043
F 17.9605 -11.3356 13.8226 0.4 0.0 0.0 -0.2908
H 20.5987 -6.7748 14.9580 0.1 -0.3 0.0 0.2342
H 20.4096 -7.6010 16.5017 -0.2 -0.2 0.0 0.2454
H 19.9649 -5.9337 16.3127 -0.5 0.0 0.0 0.2402
H 18.3574 -6.9414 14.3492 0.1 -0.5 -0.2 0.1901
H 17.7639 -6.9293 15.9726 0.1 -0.5 0.3 0.2064
C 16.3264 -10.2617 9.8902 -0.6 0.2 -0.7 -0.6320
C 15.6777 -9.4508 10.9982 2.3 0.1 0.0 -0.0849
O 14.4008 -9.9775 11.3133 -1.8 0.1 -0.2 -0.4314
C 13.7694 -9.5892 12.3925 1.5 -0.7 0.2 0.7577
O 14.2956 -8.9457 13.2699 0.0 1.3 0.8 -0.6876
C 12.3409 -10.1465 12.5625 -0.5 -0.6 -1.3 0.9084
F 11.4935 -9.1338 12.3217 0.1 -0.2 0.1 -0.2994
F 12.1575 -11.1189 11.6607 -0.2 0.5 0.5 -0.2829
F 12.0834 -10.6365 13.7710 0.5 0.3 -0.1 -0.2911
H 15.8329 -10.0691 8.9347 -0.3 -0.2 0.1 0.2317
H 16.2960 -11.3304 10.0887 0.1 0.0 0.1 0.2345
H 17.3427 -9.9244 9.6875 0.1 -0.1 0.5 0.2374
H 15.6831 -8.4035 10.6871 -0.8 0.0 0.2 0.1959
H 16.3281 -9.4972 11.8780 -0.3 -0.1 0.2 0.1774
C 14.6456 -12.2321 18.9119 0.9 -0.2 0.4 -0.6430
C 14.8824 -10.7338 18.8704 -1.6 0.1 0.1 -0.0879
O 16.2057 -10.3386 19.3166 0.3 -0.2 -0.2 -0.4102
C 16.6967 -9.2231 18.8984 0.3 -0.6 0.3 0.7654
O 16.1632 -8.4109 18.1614 -1.0 1.1 0.0 -0.7322
C 18.1903 -9.0425 19.3054 -0.1 -0.4 -0.3 0.9117
F 18.8970 -9.6414 18.3209 -0.1 0.3 0.4 -0.3046
F 18.5035 -7.7521 19.3364 0.0 -0.3 0.1 -0.2880
F 18.4502 -9.6295 20.4614 0.0 0.4 -0.4 -0.2685
H 14.5580 -12.5310 19.9554 0.1 -0.2 0.0 0.2400
H 15.4600 -12.7938 18.4530 0.1 0.1 0.0 0.2390
H 13.7396 -12.5633 18.4081 -0.1 0.5 -0.1 0.2513
H 14.1994 -10.2845 19.5956 0.0 0.2 0.0 0.2002
H 14.6603 -10.2802 17.9041 0.4 -0.1 -0.1 0.1826
C 14.2633 -5.1789 10.9954 -0.3 -0.7 0.2 -0.6420
C 13.9750 -4.2569 12.1782 1.0 0.3 -1.3 -0.0911
O 12.7026 -4.5081 12.7721 -1.3 -0.2 0.3 -0.4198
C 12.5961 -5.4341 13.6810 0.8 0.5 -0.8 0.7681
O 13.5555 -6.0233 14.1257 0.7 -0.9 0.5 -0.7121
C 11.1562 -5.6629 14.1870 -0.8 0.7 -0.3 0.9098
F 10.3039 -5.6909 13.1498 0.6 -0.1 0.7 -0.2811
F 11.0477 -6.7876 14.8908 0.2 0.5 -0.3 -0.2872
F 10.8545 -4.6009 14.9704 0.1 -0.8 -0.3 -0.2958
H 15.2849 -5.0373 10.6454 0.0 0.1 0.1 0.2385
H 13.5916 -4.9956 10.1571 0.0 0.3 0.1 0.2452
H 14.1090 -6.2415 11.2099 0.2 0.0 0.3 0.1956
H 13.9459 -3.2712 11.7177 -0.4 0.2 0.6 0.2329
H 14.7565 -4.2347 12.9352 -0.1 -0.2 0.1 0.1880
```
Forces are in eV/Å.

Computed properties:
- DFT total energy (a.u.) = -5589.77777
- multiplicity = 5
- HOMO-LUMO gap (alpha / beta) (eV) = 9.3 / 8.7
- ⟨S²⟩ = 6.01
- total charge = +2



Density functional theory data (ωB97M-V/def2-TZVPD) for the molecule C16H22N2O at a distorted geometry.

Structure (XYZ):
```
41
Properties=species:S:1:pos:R:3:forces:R:3:nbo_charge:R:1
C -3.4918 -2.5537 0.0157 -0.1 0.1 -0.1 -0.4102
N -2.6364 -1.4730 -0.4310 0.1 0.1 0.1 -0.4409
C -1.2407 -1.8760 -0.3669 0.2 0.1 -0.2 -0.2212
C -0.3444 -0.8045 -0.9686 0.1 -0.3 0.1 -0.2356
N -0.5186 0.4247 -0.2258 0.0 0.0 -0.1 -0.4239
C -1.9039 0.8343 -0.3042 0.0 0.0 0.4 -0.2353
H -2.0217 1.7732 0.2375 0.0 0.0 -0.1 0.2263
C -2.8110 -0.2296 0.3200 -0.2 0.3 -0.3 -0.0487
C -4.2715 0.2384 0.3081 0.3 0.2 0.3 -0.4346
H -4.6014 0.3398 -0.7293 -0.1 0.0 -0.1 0.2032
H -4.8925 -0.5169 0.7889 -0.1 0.0 -0.1 0.2155
C -4.5160 1.5528 1.0575 -0.3 -0.5 0.1 -0.0609
O -4.1186 2.7113 0.3632 0.1 0.4 -0.4 -0.7197
H -4.5602 2.7239 -0.4933 0.0 0.0 0.1 0.4635
H -5.5867 1.6223 1.3030 0.2 0.0 0.1 0.1633
H -3.9511 1.5648 1.9927 -0.1 0.0 0.0 0.1801
H -2.4974 -0.3727 1.3732 0.0 0.0 -0.1 0.1702
H -2.2193 0.9887 -1.3533 0.0 0.1 0.1 0.1645
C 0.3813 1.4740 -0.6779 -0.4 0.1 0.0 -0.3094
C 1.7653 1.1263 -0.4265 0.8 -0.2 0.1 0.1030
C 2.9112 0.8183 -0.2268 -1.0 0.3 -0.2 -0.0931
C 4.2615 0.4694 0.0132 0.5 -0.2 0.1 -0.0402
C 5.2944 1.2367 -0.5258 0.0 0.0 0.0 -0.2028
C 6.6102 0.8894 -0.2877 0.1 0.0 0.0 -0.2079
C 6.9108 -0.2208 0.4854 0.1 0.0 0.0 -0.2105
C 5.8880 -0.9864 1.0223 0.1 -0.1 0.0 -0.2079
C 4.5689 -0.6475 0.7905 0.0 0.0 0.0 -0.2029
H 3.7665 -1.2391 1.2072 0.0 0.0 0.0 0.2192
H 6.1216 -1.8520 1.6256 0.0 -0.1 0.0 0.2143
H 7.9409 -0.4888 0.6693 0.1 0.0 0.0 0.2132
H 7.4070 1.4870 -0.7067 0.0 0.0 0.0 0.2144
H 5.0535 2.1013 -1.1273 0.0 0.0 0.0 0.2189
H 0.2582 1.6875 -1.7593 -0.1 0.0 0.2 0.1890
H 0.1424 2.3880 -0.1226 0.0 0.0 -0.1 0.2283
H 0.7012 -1.1144 -0.9005 -0.1 0.0 0.0 0.2167
H -0.6056 -0.6720 -2.0354 0.0 0.0 0.1 0.1659
H -1.1234 -2.8030 -0.9334 0.0 0.0 0.1 0.2007
H -0.9245 -2.0589 0.6756 0.0 0.0 0.0 0.1687
H -4.5265 -2.3451 -0.2473 -0.1 -0.1 0.1 0.1991
H -3.1954 -3.4660 -0.5000 0.0 0.0 0.0 0.2032
H -3.4242 -2.7317 1.1005 0.0 0.0 0.0 0.1642
```
Forces are in eV/Å.

Computed properties:
- DFT total energy (a.u.) = -807.55166
- structure (SMILES) = CN1CCN(CC#Cc2ccccc2)C[C@H]1CCO
- multiplicity = 1
- ΔE to the lowest compared entry with this formula, charge and spin (kcal/mol) = 86.77
- HOMO-LUMO gap (eV) = 9.4



Density functional theory data (ωB97M-V/def2-TZVPD) for the molecule C16H22N2O3S2 at a distorted geometry.

Structure (XYZ):
```
45
Properties=species:S:1:pos:R:3:forces:R:3:nbo_charge:R:1
O -0.3467 -5.0091 0.5104 -0.2 1.9 0.5 -0.5797
O 1.8180 -1.6267 1.4941 -0.8 -0.2 -2.6 -0.5820
S -0.5078 -0.2933 -1.3549 0.2 0.0 0.6 -0.1621
O -0.3137 -3.4716 2.1626 -1.5 0.3 -0.9 -0.4728
S 2.1834 0.1219 -2.5323 -0.2 -0.7 -0.4 0.2467
C -0.0571 -3.8835 0.9044 1.3 -3.3 -0.5 0.9115
C 1.6512 -2.0591 0.3401 2.0 0.0 3.5 0.7116
C 0.7900 0.7232 -1.6006 -1.6 1.1 -0.6 -0.0631
C -2.4542 -2.4437 1.1217 1.9 -1.3 -0.4 -0.2608
C -1.1570 -1.4302 2.9084 1.2 2.0 0.9 -0.2350
C -3.1017 -1.2146 0.9110 0.4 0.1 1.8 -0.2157
C -1.8155 -0.1873 2.7124 -1.6 -2.0 -1.5 -0.1998
C -1.3338 -2.5108 2.0791 -1.9 1.5 -1.0 0.2537
C -2.8474 -0.0675 1.7041 1.6 -1.1 1.3 -0.0072
N 0.7950 -3.1351 0.1068 -0.1 1.0 -0.1 -0.6741
N 0.6514 2.0700 -1.3122 1.5 0.5 -1.1 -0.4469
C -3.6168 1.2316 1.5752 -0.2 -1.2 -0.2 -0.6351
C 0.6295 2.0621 1.0244 0.9 0.2 3.2 -0.6295
C 1.6337 3.2453 -3.3267 0.2 0.1 1.8 -0.6255
C 2.0956 -1.7206 -2.1619 -0.5 0.1 0.2 -0.5257
C 2.7622 -1.8131 -0.7533 -4.0 0.4 0.0 -0.5111
C -0.1397 2.4660 -0.1473 -1.0 -1.0 -1.1 -0.2326
C 1.6426 3.1339 -1.7300 0.8 0.4 -0.6 -0.2278
H -2.6774 -3.3392 0.4137 0.5 1.7 1.4 0.2419
H -0.3177 -1.4154 3.6739 -1.1 -0.4 -1.2 0.2371
H -3.9027 -1.1360 0.2083 -0.3 -0.2 -0.5 0.2151
H -1.5477 0.6022 3.3820 -0.1 0.6 0.1 0.2106
H 0.9156 -3.5854 -0.7687 -0.1 -0.3 -0.7 0.4106
H -4.3476 1.3128 2.4150 0.6 0.3 -0.7 0.2270
H -4.1381 1.2627 0.6071 0.0 0.1 0.4 0.2176
H -2.8498 1.9840 1.5780 -0.1 0.9 0.3 0.2146
H 1.7310 2.4247 1.0398 -2.0 -0.2 0.2 0.2089
H 0.6626 0.9748 1.1814 0.0 0.2 -0.4 0.2428
H -0.0116 2.4156 1.8910 1.4 -0.1 -0.3 0.2113
H 2.1438 2.3233 -3.6433 -0.3 0.8 -0.8 0.2185
H 0.5721 3.2715 -3.5687 0.0 -0.4 -0.3 0.2179
H 2.0385 4.2038 -3.7435 0.2 -1.1 0.6 0.2225
H 2.6605 -2.3271 -2.8631 0.4 0.7 -0.5 0.2359
H 1.0340 -2.1345 -2.2743 1.4 1.1 0.5 0.2647
H 3.3545 -2.6865 -0.6217 1.1 -0.4 -0.1 0.2393
H 3.1727 -0.8135 -0.6011 0.6 -0.8 0.7 0.2555
H -1.0875 1.9068 -0.1572 0.2 0.2 -0.1 0.2386
H -0.3985 3.5230 -0.1502 0.3 0.1 -0.4 0.2065
H 2.6632 2.8652 -1.2845 -1.2 0.5 -0.8 0.2054
H 1.3688 4.1794 -1.3492 0.0 -1.9 0.0 0.2207
```
Forces are in eV/Å.

Computed properties:
- DFT total energy (a.u.) = -1754.41442
- structure (SMILES) = CCN(CC)C(=S)SCCC(=O)NC(=O)Oc1ccc(C)cc1
- multiplicity = 1
- ΔE to the lowest compared entry with this formula, charge and spin (kcal/mol) = 63.13
- HOMO-LUMO gap (eV) = 8.5



Density functional theory data (ωB97M-V/def2-TZVPD) for a structure of composition C16H22N3O2PbS.

Structure (XYZ):
```
45
Properties=species:S:1:pos:R:3:forces:R:3:lowdin_charge:R:1
Pb -0.5414 -1.3292 -1.5736 -0.6 -0.4 0.0 1.4653
C -1.7328 1.7482 -2.7080 0.0 -0.2 0.0 -0.0069
O -1.2538 0.4038 -2.9945 0.0 0.1 -0.2 -0.4150
C -0.5193 0.3342 -4.2457 -0.3 -0.2 0.2 -0.1480
C 0.9372 0.5713 -3.9625 0.0 0.2 -0.3 -0.1516
O 1.2786 -0.3547 -2.9191 0.4 0.2 -0.1 -0.4595
C 2.6629 -0.7293 -2.9167 0.1 -0.1 -0.1 -0.0712
H -2.3668 2.0553 -3.5375 0.0 0.1 0.1 0.1179
H -0.8847 2.4211 -2.5903 -0.1 0.1 0.0 0.1090
H -2.3105 1.6893 -1.7948 0.0 0.0 0.1 0.0758
H -0.9591 1.0247 -4.9642 0.1 0.0 0.0 0.1546
H -0.6664 -0.6849 -4.6073 0.0 0.0 -0.1 0.1406
H 1.1684 1.5895 -3.6370 -0.1 0.0 0.0 0.1473
H 1.5113 0.3559 -4.8682 0.0 0.0 0.1 0.1547
H 2.9470 -1.1160 -3.8961 0.0 0.0 0.0 0.1167
H 2.7816 -1.5335 -2.1908 0.0 0.0 0.1 0.0812
H 3.2898 0.1278 -2.6626 0.0 0.0 0.0 0.1060
C 5.8350 -0.2062 1.1945 -0.1 0.0 -0.1 0.0087
N 4.4181 0.1087 0.9214 0.0 0.1 0.0 0.0152
C 3.3640 -0.6791 0.9228 -0.1 0.1 0.0 -0.6883
S 1.8737 0.0757 0.3166 0.3 -0.1 0.2 0.8765
N 3.2999 -1.9312 1.3276 0.0 0.0 0.0 0.0131
C 4.2963 -2.7195 2.0817 -0.1 0.1 0.0 0.0046
H 6.4254 0.5580 0.6977 0.0 0.0 0.0 0.1117
H 6.0919 -1.1719 0.7738 0.0 0.0 0.0 0.0965
H 6.0246 -0.1741 2.2649 0.1 0.0 0.0 0.1104
H 4.2194 1.0826 0.7316 0.0 0.0 0.0 0.1355
H 2.4219 -2.3930 1.1473 0.0 0.0 0.0 0.1310
H 5.0552 -3.1168 1.4131 0.0 0.0 0.0 0.1041
H 3.7595 -3.5421 2.5438 0.0 0.0 0.0 0.1100
H 4.7389 -2.1096 2.8632 0.0 0.0 0.0 0.1029
N -7.6321 1.6170 5.2164 -0.2 0.0 0.2 0.2933
C -6.8021 1.3162 4.4753 0.2 0.1 -0.2 -0.0972
C -5.7855 1.0094 3.5440 0.0 0.0 0.0 -0.1159
C -6.1399 0.6767 2.2101 0.0 -0.1 0.0 0.0508
C -5.1569 0.3544 1.3246 -0.1 0.0 0.0 0.0458
C -3.7873 0.3756 1.7348 0.0 0.1 -0.1 -0.1692
C -3.4461 0.7161 3.0759 0.0 0.1 0.1 0.0365
C -4.4275 1.0368 3.9632 0.1 -0.1 0.0 0.0485
C -2.7995 0.0660 0.7947 -0.1 -0.2 0.1 -0.0815
C -2.0003 -0.2985 -0.0648 0.3 0.3 0.1 -0.1353
H -7.1846 0.6745 1.9308 0.0 0.0 0.0 0.1498
H -5.3916 0.0819 0.3054 0.0 0.0 0.0 0.1412
H -2.4067 0.7179 3.3703 0.0 0.0 0.0 0.1360
H -4.2058 1.3006 4.9882 0.0 0.0 0.0 0.1481
```
Forces are in eV/Å.

Computed properties:
- DFT total energy (a.u.) = -1527.47723
- multiplicity = 1
- ΔE to the lowest compared entry with this formula, charge and spin (kcal/mol) = 44.11
- HOMO-LUMO gap (alpha / beta) (eV) = 6.6 / 5.2
- total charge = +3



Density functional theory data (ωB97M-V/def2-TZVPD) for a structure of composition C16H22N6 at a distorted geometry.

Structure (XYZ):
```
44
Properties=species:S:1:pos:R:3:forces:R:3:nbo_charge:R:1
C 2.5670 3.3040 0.6112 -4.8 -4.5 -9.6 -0.2362
C 2.2296 2.0390 0.9005 -1.9 -2.7 2.1 -0.1427
C 1.5699 1.3442 -0.0506 -3.2 -5.3 0.6 -0.0531
C 1.2903 1.7377 -1.3287 -2.6 -4.9 -2.0 0.0130
N 1.6713 2.7955 -1.8170 3.5 9.1 2.5 -0.3741
C 2.2135 3.6343 -0.7223 0.5 -2.6 -0.5 0.0210
H 2.4930 4.5696 -0.9545 0.7 3.3 -1.6 0.1754
H 0.7261 1.2196 -2.2043 0.8 -0.5 2.4 0.2239
C 0.8908 -0.1012 0.3054 3.7 1.3 7.7 -0.0267
C -0.0015 -0.7337 -0.5832 -5.9 4.1 5.0 0.3227
N 0.1476 -1.0677 -1.7092 4.6 -3.9 -9.7 -0.3658
N -1.0715 -1.4921 -2.3530 9.5 -0.9 -4.9 0.0160
N -1.8970 -1.4178 -1.6090 -9.7 3.2 8.5 0.0290
N -1.3702 -0.5744 -0.3737 1.2 -6.0 -5.0 -0.3307
C -2.1892 -0.0745 0.5081 -1.9 -2.1 10.6 -0.0333
H -1.7436 -0.3024 1.7097 -0.6 0.3 -3.0 0.1831
C -2.2684 1.2939 0.4423 -1.4 10.5 -0.7 -0.4505
H -1.4743 1.8064 -0.0529 1.4 -0.2 -0.4 0.2245
C -3.4955 1.6883 -0.4683 -0.3 -7.6 1.4 -0.3761
C -4.5528 0.6481 0.4307 3.1 -6.5 -14.2 -0.3292
H -5.4286 0.3138 -0.3820 2.0 0.9 2.3 0.1899
C -3.7396 -0.5054 0.7778 3.2 -0.2 -6.4 -0.3947
H -3.8820 -0.9508 1.6296 -0.5 -2.1 5.0 0.2082
H -3.7729 -1.2997 0.0105 -0.9 0.2 0.3 0.2274
H -4.8889 1.2198 0.9973 -5.5 8.3 9.9 0.1487
H -3.9025 2.6211 -0.4256 -0.6 2.6 -0.5 0.2085
H -3.4271 1.0704 -1.4345 0.0 1.8 0.9 0.2017
H -2.3615 2.1324 1.3152 0.0 -2.9 -0.9 0.2230
N 2.0376 -0.9744 0.7855 1.6 1.4 -2.3 -0.4823
C 2.9705 -1.3377 -0.4060 -1.2 2.1 -1.8 -0.2396
H 2.7316 -0.5312 -1.3680 1.1 -2.1 3.0 0.2238
C 2.6280 -2.8061 -0.9420 2.8 0.7 7.6 -0.4300
H 3.6215 -3.3044 -0.8250 -0.9 -0.1 -0.8 0.1979
H 2.1453 -2.9944 -1.8033 -1.4 0.0 -3.0 0.2159
C 1.7139 -3.3453 0.3155 -2.6 10.6 -4.4 -0.3723
H 2.0867 -4.0509 0.7309 3.7 -9.8 4.2 0.1573
H 0.7424 -3.3459 -0.2063 -0.1 -0.6 1.5 0.2038
C 1.8741 -2.1658 1.6462 -7.2 0.8 -13.7 -0.1603
H 0.9854 -2.0699 2.0480 -4.1 0.1 2.9 0.1907
H 2.6407 -2.2502 2.0970 9.7 -1.8 6.4 0.1616
H 4.0640 -1.2389 -0.0286 -1.9 -0.2 -0.9 0.2086
H 0.2901 0.0635 1.6045 1.2 -0.3 -4.2 0.2019
H 2.1494 1.6309 1.9324 0.8 0.2 -0.8 0.2267
H 2.9870 3.8025 1.2495 4.4 6.3 6.3 0.1932
```
Forces are in eV/Å.

Computed properties:
- DFT total energy (a.u.) = -950.77242
- multiplicity = 1
- ΔE to the lowest compared entry with this formula, charge and spin (kcal/mol) = 446.99
- HOMO-LUMO gap (eV) = 8.6



Density functional theory data (ωB97M-V/def2-TZVPD) for the molecule C16H22N6 at a distorted geometry.

Structure (XYZ):
```
44
Properties=species:S:1:pos:R:3:forces:R:3:nbo_charge:R:1
N -3.1566 2.5696 0.2025 -2.0 2.6 2.6 -0.2884
N -3.4020 3.4621 -0.7466 1.6 -2.6 -0.7 -0.0349
N -2.7283 1.5031 -1.5503 -0.3 0.1 -3.3 -0.2737
C -2.8513 1.3672 -0.2464 0.2 2.1 -3.2 0.2863
C 1.6367 -1.3612 4.3754 1.2 -0.9 -1.2 -0.0266
C 1.5070 -1.3572 3.0091 0.3 -0.9 -0.7 -0.1160
C -1.4284 0.4854 4.0066 -1.1 0.4 -1.8 -0.2267
C -2.1813 0.6555 2.7998 0.7 -0.1 1.2 -0.2091
C -0.4909 -0.4802 1.5338 2.0 -2.1 -0.7 -0.2123
C 0.2803 -0.6697 2.7233 -0.5 0.8 -0.4 -0.0219
C -0.2111 -0.1915 3.9388 -0.2 -0.3 1.4 0.1128
C -1.7440 0.0764 1.5548 -0.6 0.5 1.4 -0.0475
N 0.6546 -0.6233 4.9877 -0.8 -0.1 1.0 -0.5488
N -3.0841 2.7773 -1.8860 -0.4 -2.2 2.1 -0.0216
N 2.8491 -4.2301 0.4937 0.6 2.2 1.3 -0.4722
C -2.7364 0.0487 0.3972 2.2 0.1 0.2 -0.4502
C 2.6857 -3.7306 -0.8933 -0.8 -1.3 1.0 -0.4071
C 3.0858 -5.6765 0.7847 0.4 1.8 -1.4 -0.3990
C -1.8121 4.2105 -3.3171 0.5 -2.8 -0.9 -0.6047
C 2.4385 -2.0248 1.9511 -2.0 0.7 -0.3 -0.4253
C -3.0513 3.2552 -3.3071 1.3 2.1 2.0 -0.2093
C 1.9172 -3.4418 1.4666 -0.1 -1.5 -1.2 -0.2207
H 2.4394 -1.9712 4.8164 -0.6 0.8 0.6 0.2164
H -1.8318 0.8519 4.9414 0.1 0.1 0.0 0.2158
H -3.1217 1.2601 2.8478 0.9 -0.8 -0.1 0.2275
H 0.0043 -1.0488 0.6600 -1.3 1.2 0.9 0.2111
H 0.4726 -0.6671 6.0417 0.2 0.3 -2.6 0.4254
H -2.3786 -0.6798 -0.3571 -0.4 0.5 0.3 0.2456
H -3.7033 -0.2166 0.7458 -0.8 -0.5 0.4 0.2381
H 1.6809 -3.9259 -1.2876 -0.2 -0.3 -0.1 0.1553
H 3.3842 -4.0994 -1.6301 0.5 -0.5 0.2 0.2012
H 2.7738 -2.6725 -0.9436 0.3 1.0 0.4 0.1973
H 3.7269 -6.1556 0.0128 -0.5 0.5 0.3 0.2018
H 2.1161 -6.0497 0.7370 -1.7 -1.9 0.0 0.1699
H 3.5248 -5.9045 1.7502 0.1 0.5 0.2 0.1988
H -1.9107 5.0235 -2.6805 -0.5 1.5 1.2 0.2189
H -1.5298 4.5604 -4.3036 -0.1 -0.1 -0.2 0.2129
H -1.0057 3.5664 -2.9030 -0.1 0.6 -0.4 0.2140
H 3.3487 -2.2674 2.4157 1.5 0.1 0.5 0.2173
H 2.6031 -1.1854 1.1650 -0.2 -1.9 0.8 0.2193
H -3.9443 3.8278 -3.5628 -0.2 -0.5 0.2 0.2195
H -2.8679 2.4090 -3.9235 -0.2 -0.7 -0.4 0.2319
H 0.9241 -3.4033 0.9900 0.2 0.6 -0.4 0.1734
H 1.5893 -4.1091 2.3175 1.2 0.7 -0.3 0.2052
```
Forces are in eV/Å.

Computed properties:
- DFT total energy (a.u.) = -951.29551
- structure (SMILES) = CCn1nnc(Cc2ccc3[nH]cc(CCN(C)C)c3c2)n1
- multiplicity = 1
- ΔE to the lowest compared entry with this formula, charge and spin (kcal/mol) = 118.74
- HOMO-LUMO gap (eV) = 8.5